Record 1
Here is one molecule with the formula C5H4N2 at a distorted geometry from the Open Molecules 2025 dataset. Energies are from ωB97M-V with the def2-TZVPD basis set.

Each line ends with the Löwdin charge.
Positions of all 11 atoms, in Å:
C: -0.302191 -2.176746 -0.803799  0.12
C: -0.273342 -1.004208 -0.508859  -0.08
C: -0.140472 0.379744 -0.015579  -0.34
C: -1.361522 1.023923 0.370784  -0.11
C: -2.434465 1.384842 0.759298  0.11
N: 0.993312 0.975457 0.283098  -0.01
N: 2.114324 0.466631 -0.201715  0.01
H: -0.259178 -3.255903 -0.932991  0.04
H: -3.378333 1.889771 1.017423  0.05
H: 2.080393 -0.557045 -0.287444  0.09
H: 2.961475 0.873536 0.319783  0.14

Force components x, y, z for each atom (eV/Å):
C 0.290 0.027 0.350
C 0.575 0.320 -0.017
C 0.756 -0.248 0.644
C 0.311 -0.535 0.197
C -1.437 1.215 0.181
N -2.309 0.075 -1.057
N 2.250 -0.172 1.381
H -0.199 0.904 -0.104
H 1.114 -0.774 -0.239
H 0.489 0.361 -0.144
H -1.839 -1.172 -1.194

Values from the calculation:
net charge = 0
SMILES = C#CC(C#C)=NN
HOMO-LUMO gap = 8.9 eV
ΔE to the lowest compared entry with this formula, charge and spin = 458.9 kJ/mol
E_HOMO = -8.6 eV
calculated total energy = -302.25352 Ha
largest force on an atom = 2.6 eV/A

=====

Record 2
Here is a 14-piece molecular cluster, C51H127O37P5 overall at a distorted geometry from the Open Molecules 2025 dataset. Energies are from ωB97M-V with the def2-TZVPD basis set.

Each line ends with the Löwdin charge.
Positions of all 220 atoms, in Å:
C: 2.087132 -1.352063 -4.965733  -0.14
O: 1.341814 -1.786023 -3.814778  -0.14
H: 3.100693 -1.767811 -5.097092  0.07
H: 1.592547 -1.459956 -5.922725  0.04
H: 2.215602 -0.239748 -4.934245  0.09
H: 1.117054 -1.061375 -3.250197  -0.02
C: -2.324277 6.082392 -3.456114  -0.15
O: -2.942372 5.742359 -4.683689  -0.12
H: -1.407394 6.646164 -3.751422  0.10
H: -3.031278 6.748021 -2.895487  0.10
H: -2.060955 5.295780 -2.798932  0.03
H: -3.874016 5.630900 -4.521022  0.08
C: -4.348991 0.311558 1.257752  -0.17
O: -3.858646 0.620228 -0.011813  -0.13
H: -4.764191 1.221348 1.727462  0.09
H: -5.140996 -0.475992 1.196160  0.09
H: -3.616817 0.086517 2.015012  0.06
H: -3.237631 -0.080096 -0.270304  0.03
C: -3.975481 -3.326160 1.025256  -0.16
O: -3.268713 -4.291229 0.293579  -0.17
H: -3.377674 -2.988460 1.949478  0.10
H: -4.153435 -2.462757 0.444509  0.04
H: -4.917481 -3.715136 1.473668  0.09
H: -2.722621 -4.697880 1.014196  0.02
C: -1.003623 -6.078971 2.664056  -0.11
O: -1.372849 -5.162516 1.631849  -0.16
H: -1.736583 -6.015225 3.416101  0.06
H: -0.982691 -7.068621 2.223864  0.08
H: -0.049415 -5.769020 3.120715  0.08
H: -0.996479 -5.606743 0.803228  0.09
C: 0.003966 7.100019 0.122818  -0.08
C: 1.102769 6.503285 -0.564530  -0.25
O: 0.633319 5.911156 -1.775263  0.05
C: 1.116073 4.694566 -2.032935  -0.59
O: 1.754385 3.986270 -1.278177  0.10
O: 0.817656 4.344377 -3.287481  -0.02
C: 1.603954 3.167846 -3.767252  0.04
H: 0.441114 7.629282 1.000907  0.11
H: -0.645027 6.321366 0.471823  0.05
H: -0.613478 7.818871 -0.445699  0.10
H: 1.686129 5.836782 0.063158  0.12
H: 1.719050 7.304435 -0.872969  0.12
H: 1.090080 3.028125 -4.690187  0.06
H: 1.603887 2.375699 -3.009083  0.08
H: 2.608749 3.576809 -3.895961  0.10
C: -2.201403 5.767287 4.727283  -0.04
C: -2.582914 4.319925 4.381332  -0.21
O: -3.508741 4.300404 3.284355  0.03
C: -2.891745 4.354661 2.080399  -0.58
O: -1.699115 4.412674 1.882544  0.08
O: -3.760142 4.478825 1.086137  0.02
C: -3.131997 4.547160 -0.197743  -0.03
H: -3.061324 6.457618 4.808042  0.09
H: -1.563498 6.154066 3.965447  0.06
H: -1.694241 5.828020 5.639510  0.05
H: -3.202352 3.775260 5.194653  0.13
H: -1.744667 3.618651 4.228218  0.11
H: -2.292663 5.251809 -0.162179  0.07
H: -3.913522 4.845679 -0.879347  0.09
H: -2.755020 3.489098 -0.476693  0.11
C: -1.528411 4.918746 -7.428328  -0.06
C: -0.811419 4.256257 -6.281432  -0.23
O: -1.232572 2.931326 -6.015634  0.02
C: -0.876828 1.987214 -6.857050  -0.62
O: -0.132956 2.074642 -7.793839  0.14
O: -1.587121 0.898864 -6.532746  0.01
C: -1.114364 -0.310057 -7.058146  -0.05
H: -1.002736 5.882823 -7.564779  0.09
H: -2.628785 5.075367 -7.342112  0.09
H: -1.316783 4.356021 -8.345135  0.07
H: -1.136293 4.714125 -5.381819  0.07
H: 0.302540 4.242451 -6.447351  0.15
H: -1.863736 -1.117857 -6.931489  0.09
H: -0.186489 -0.679190 -6.587005  0.08
H: -0.997414 -0.324712 -8.120407  0.08
C: -1.454936 -0.969479 4.506530  -0.06
C: -2.720081 -1.154768 5.279731  -0.19
O: -2.839938 -0.213595 6.355504  0.03
C: -3.374788 0.937227 5.977718  -0.65
O: -3.618521 1.331043 4.891252  0.15
O: -3.628393 1.715969 7.005322  0.02
C: -3.326607 1.409096 8.369674  -0.03
H: -1.214804 -1.653258 3.741639  0.06
H: -0.651529 -1.171222 5.178406  0.06
H: -1.238627 0.083132 4.211715  0.07
H: -2.725619 -2.149862 5.800419  0.14
H: -3.634245 -1.031957 4.721382  0.11
H: -3.949595 2.001707 8.996619  0.08
H: -2.258898 1.575907 8.629012  0.11
H: -3.493331 0.364839 8.590224  0.09
C: 1.213321 -4.869835 -4.079758  -0.06
C: 0.894864 -4.815157 -2.623592  -0.23
O: 1.927329 -5.519572 -1.865889  -0.19
P: 1.612196 -6.866349 -1.085469  0.45
O: 0.337651 -6.833979 -0.258844  -0.27
O: 1.671023 -8.096552 -2.134884  -0.19
C: 0.992775 -9.362379 -1.761418  -0.22
C: 2.013923 -10.480489 -1.460314  -0.05
O: 2.908019 -7.074045 -0.193456  -0.18
C: 3.034670 -6.182174 0.956705  -0.22
C: 4.469031 -6.279177 1.595217  -0.03
H: 0.525764 -4.215106 -4.478731  0.05
H: 2.275008 -4.736372 -4.244022  0.09
H: 1.060205 -5.857200 -4.483002  0.08
H: 0.926415 -3.777423 -2.240657  0.09
H: -0.091296 -5.304760 -2.362876  0.13
H: 0.309977 -9.149200 -0.920398  0.11
H: 0.466453 -9.563319 -2.647713  0.10
H: 2.394713 -10.681191 -2.425798  0.06
H: 2.693366 -10.136812 -0.631468  0.10
H: 1.455213 -11.358691 -1.190909  0.07
H: 2.832381 -5.121847 0.677132  0.10
H: 2.335209 -6.533444 1.678902  0.09
H: 4.678972 -7.270302 1.910484  0.06
H: 5.233544 -5.915918 1.000296  0.05
H: 4.430436 -5.696690 2.506357  0.07
C: -6.323868 -0.976111 -2.288558  -0.06
C: -4.891914 -0.872624 -2.801280  -0.23
O: -4.722683 -2.095347 -3.518609  -0.20
P: -3.504176 -2.703880 -4.265737  0.35
O: -2.238064 -2.181026 -3.704695  -0.21
O: -3.650149 -4.283331 -4.087086  -0.20
C: -3.512369 -4.749778 -2.686979  -0.19
C: -4.873806 -5.463549 -2.352142  -0.04
O: -3.859917 -2.471620 -5.771025  -0.18
C: -4.966542 -3.265241 -6.347276  -0.25
C: -4.437061 -4.132128 -7.466449  -0.08
H: -7.036810 -0.856320 -3.132154  0.09
H: -6.458488 -1.985436 -1.909174  0.06
H: -6.568498 -0.362208 -1.385910  0.09
H: -4.836084 -0.031161 -3.507590  0.12
H: -4.045610 -0.833727 -2.046448  0.11
H: -2.788551 -5.494572 -2.705617  0.09
H: -3.276153 -3.899780 -2.077264  0.07
H: -4.991185 -6.291587 -3.025259  0.06
H: -4.782087 -5.832120 -1.329046  0.06
H: -5.704063 -4.711519 -2.476868  0.09
H: -5.448926 -3.838055 -5.494789  0.12
H: -5.723250 -2.570339 -6.749884  0.12
H: -5.252903 -4.655594 -7.938138  0.07
H: -3.955167 -3.411969 -8.243356  0.11
H: -3.652269 -4.825830 -7.130819  0.08
C: -2.850707 2.586209 -3.413715  -0.05
C: -2.051119 1.382834 -3.049494  -0.20
O: -1.456005 1.636243 -1.716121  -0.16
P: -0.538044 0.459293 -1.228878  0.37
O: 0.611392 0.122479 -2.089575  -0.21
O: -0.041358 0.823164 0.190587  -0.16
C: -0.554903 1.906668 1.003655  -0.22
C: -0.036955 1.704286 2.385802  -0.04
O: -1.497543 -0.762956 -0.916396  -0.19
C: -1.000542 -2.127442 -0.995371  -0.24
C: 0.172967 -2.343383 -0.060495  -0.07
H: -3.319717 2.581968 -4.383867  0.09
H: -3.702365 2.549216 -2.713262  0.10
H: -2.334381 3.477714 -3.339653  0.02
H: -2.681254 0.545171 -2.891819  0.06
H: -1.283756 1.074710 -3.751627  0.12
H: -0.064540 2.742573 0.544451  0.11
H: -1.612363 1.813912 0.972804  0.10
H: 0.968664 2.052775 2.532810  0.07
H: -0.764528 2.237012 3.019768  0.06
H: -0.010462 0.622193 2.657550  0.08
H: -1.787592 -2.831111 -0.684788  0.10
H: -0.726561 -2.317669 -2.021796  0.07
H: -0.236312 -2.111240 0.913838  0.07
H: 0.561160 -3.423301 -0.064351  0.10
H: 1.021497 -1.688018 -0.425831  0.08
C: 4.896889 1.120907 0.572921  -0.07
C: 3.590146 0.342634 0.661638  -0.25
O: 3.385002 -0.667898 1.656036  -0.18
P: 4.391993 -1.913298 1.452517  0.41
O: 5.766639 -1.482095 1.342637  -0.20
O: 4.056399 -2.782662 2.711322  -0.15
C: 2.712762 -2.988288 2.958447  -0.30
C: 2.340928 -2.185335 4.240865  -0.05
O: 3.834142 -2.789415 0.185622  -0.21
C: 4.783315 -3.160605 -0.930841  -0.20
C: 4.555951 -2.158097 -2.029788  -0.07
H: 5.673533 0.652412 0.004069  0.06
H: 4.660899 2.083340 0.116522  0.08
H: 5.289404 1.521949 1.491994  0.08
H: 2.771917 0.992668 0.844676  0.09
H: 3.300638 -0.089585 -0.318054  0.11
H: 2.030836 -2.644576 2.150335  0.11
H: 2.500729 -4.005511 3.136325  0.09
H: 3.080535 -2.414461 5.040704  0.09
H: 2.206937 -1.103559 4.134658  0.07
H: 1.434871 -2.651579 4.579378  0.05
H: 5.843310 -3.127049 -0.649271  0.11
H: 4.478143 -4.142855 -1.317527  0.11
H: 5.111325 -1.246759 -1.931483  0.07
H: 4.785686 -2.495990 -3.005358  0.06
H: 3.474679 -1.963662 -2.021722  0.08
C: 3.309221 6.129032 3.387437  -0.07
C: 3.152183 4.679229 3.780644  -0.29
O: 3.462211 4.318139 5.116894  -0.14
P: 4.975108 4.581617 5.481893  0.38
O: 5.842465 4.486641 4.245741  -0.24
O: 4.915660 5.968017 6.268395  -0.18
C: 6.158501 6.483616 6.784650  -0.29
C: 6.205977 7.934041 6.582354  -0.08
O: 5.301900 3.721299 6.709074  -0.15
C: 5.601432 2.346783 6.604196  -0.27
C: 6.021926 1.890140 7.957348  -0.08
H: 2.645805 6.750417 4.039954  0.10
H: 4.280398 6.505717 3.545160  0.04
H: 3.075875 6.290178 2.336761  0.07
H: 2.130164 4.429105 3.534795  0.11
H: 3.775614 4.104104 3.121329  0.10
H: 6.166813 6.097156 7.834624  0.13
H: 7.001675 5.962394 6.325154  0.11
H: 5.432529 8.438810 7.150667  0.08
H: 7.135170 8.369030 7.064181  0.11
H: 6.062127 8.199202 5.557072  0.07
H: 4.766504 1.722599 6.327761  0.12
H: 6.320696 2.234602 5.825925  0.11
H: 6.907453 2.396587 8.368703  0.08
H: 5.286415 2.074311 8.722217  0.07
H: 6.257012 0.805902 7.930162  0.09

Force components x, y, z for each atom (eV/Å):
C 0.060 1.853 0.696
O 1.178 -1.639 -2.117
H -0.410 -0.253 0.598
H -0.579 -0.728 -0.043
H 0.129 -0.655 0.249
H -0.277 1.288 0.647
C -0.290 2.721 -0.486
O 0.117 -0.472 -0.033
H -0.635 -0.384 0.607
H 0.835 -0.230 -0.224
H 0.305 -1.162 0.357
H -0.439 -0.171 -0.031
C -1.520 0.468 0.829
O 0.552 -0.044 -0.333
H -0.355 -0.216 -0.649
H 0.541 0.493 0.329
H 0.810 -0.793 0.011
H 0.042 0.246 0.004
C 0.344 -0.377 2.431
O -0.291 -0.026 0.726
H -0.537 -0.260 -1.216
H -0.402 0.965 -0.786
H 0.238 0.194 -0.565
H 0.006 -0.226 -0.993
C 0.719 0.557 -0.632
O 1.419 -1.287 -1.232
H -1.026 -0.096 1.002
H 0.313 -0.308 0.353
H -0.086 -0.381 -0.304
H -0.398 1.063 1.096
C -1.880 1.454 2.114
C 1.226 -0.065 -0.999
O 0.138 -0.963 -0.285
C 0.512 -1.008 -0.202
O -0.366 0.730 -0.137
O 0.300 -0.276 0.477
C -0.318 1.801 1.195
H -0.583 -0.242 -0.382
H -0.538 -0.281 0.554
H 0.550 -0.284 -0.003
H -0.169 -0.373 -0.221
H 1.264 0.708 -0.529
H 0.059 -0.931 -0.617
H -0.270 0.030 -0.565
H 0.013 -0.451 -0.218
C -1.294 -0.521 -0.962
C -1.467 -0.953 2.270
O 0.797 -0.248 -1.732
C 0.036 0.998 0.226
O 0.135 -0.381 0.761
O -0.582 -0.247 0.505
C 0.756 -1.815 -0.308
H 0.096 -0.659 -0.127
H 0.563 0.313 -0.625
H 0.903 -0.112 1.475
H 1.013 1.292 -1.039
H -0.155 0.751 -0.293
H -0.357 -0.219 -0.244
H -0.098 0.125 -0.185
H -0.493 1.778 0.312
C 0.327 0.230 -1.045
C 0.656 0.122 -0.403
O -0.386 -0.551 0.207
C -0.684 -0.450 -0.569
O 0.522 0.140 0.035
O 0.040 -0.025 0.506
C -0.147 -2.382 -0.072
H -0.568 -0.181 0.041
H 0.957 -0.180 0.350
H -0.199 0.079 0.051
H 0.515 0.796 0.770
H -1.089 0.284 0.237
H 0.114 0.795 0.624
H -0.383 0.548 -0.063
H 0.421 0.703 -0.789
C 0.904 1.838 0.930
C -0.439 -1.395 0.470
O 0.367 -0.356 -0.050
C 0.402 0.218 1.609
O -0.263 -0.165 -2.057
O -0.303 1.294 1.450
C 1.335 -0.977 -0.251
H -0.545 -0.757 -1.370
H 0.750 -0.125 0.940
H -0.736 -0.826 -0.148
H -0.058 0.844 -0.603
H -0.128 -0.284 -0.588
H -0.484 0.610 0.200
H -0.572 0.247 -0.456
H -0.302 -0.315 -0.064
C 0.974 -1.931 1.165
C -0.565 -0.356 1.162
O 0.062 -1.147 0.379
P -1.489 -0.300 0.748
O 1.540 0.107 -1.242
O -0.033 0.880 1.238
C 0.843 0.771 1.419
C -1.074 1.935 0.834
O 0.080 0.479 -0.133
C 1.852 0.448 -0.049
C -2.989 0.000 0.384
H -0.902 1.780 -1.664
H 0.070 1.006 -0.160
H -0.481 -0.576 -0.061
H -0.102 -0.626 -0.355
H 0.862 0.758 -0.355
H 0.256 -0.126 -0.455
H -0.994 -0.585 -0.933
H 1.540 -0.316 -0.609
H -0.340 -0.647 -1.179
H -0.216 -0.408 0.490
H 0.016 -0.785 0.011
H -0.730 -0.043 0.569
H 0.179 -1.092 0.041
H 1.397 0.735 -1.379
H 0.024 0.387 0.202
C -0.216 0.019 0.962
C 0.511 0.014 0.411
O -1.334 -0.492 0.087
P 1.590 -0.136 1.292
O -0.523 0.037 -1.154
O 0.071 0.539 0.255
C -3.224 0.047 -1.230
C 0.926 2.033 0.258
O -0.198 -0.548 -1.024
C -0.507 -0.152 1.015
C 1.430 1.561 -0.778
H 0.389 0.209 0.694
H -0.006 -0.302 -0.092
H 0.283 0.118 -1.124
H 0.360 -0.140 0.249
H -1.362 0.207 -0.701
H 1.735 -0.958 0.135
H 0.144 0.012 0.530
H -0.208 -0.334 -0.379
H -0.346 0.106 -0.009
H 0.701 -0.938 0.288
H 0.545 0.501 -1.209
H 0.476 -0.029 0.315
H -0.211 -0.273 -0.193
H -0.805 -1.339 1.161
H -0.392 0.167 -0.039
C -2.073 -1.514 0.644
C 0.527 0.195 0.092
O 0.050 -0.221 -0.423
P 1.077 -0.558 0.119
O -0.302 0.076 -0.295
O 0.436 0.167 0.441
C 1.648 -1.076 -0.562
C -0.754 -0.833 0.938
O -0.746 -0.418 -0.318
C 0.394 -0.993 -0.045
C 1.093 -0.432 -0.863
H 0.244 -0.497 -0.572
H 0.232 0.577 0.015
H 1.194 1.638 0.290
H -0.620 -0.824 -0.160
H 0.296 0.285 -0.057
H -0.752 1.111 -0.021
H -0.982 0.618 -0.150
H 0.395 0.460 0.028
H 0.674 -0.229 0.225
H -0.289 0.768 -0.295
H -0.149 0.678 -0.304
H -0.122 -0.008 -0.300
H 0.646 0.188 0.588
H -0.797 1.441 -0.053
H -0.774 -0.642 0.997
C -0.643 0.850 0.055
C -0.601 0.260 -1.296
O 1.111 -1.351 -0.153
P -0.915 0.225 -1.091
O 1.247 -0.316 -0.152
O 1.284 -0.274 -0.653
C -2.306 2.325 1.327
C 0.544 -1.107 0.088
O 1.499 0.224 0.381
C -0.413 0.603 -0.138
C -1.268 0.325 0.471
H 0.357 -0.371 -0.097
H -0.313 -0.133 -0.690
H 0.187 -0.661 0.859
H -0.600 0.947 0.307
H 0.507 0.062 0.262
H 0.618 -0.266 0.170
H 0.080 -1.398 0.157
H -0.272 0.332 -0.596
H 0.182 -0.338 -0.271
H -0.832 0.130 0.369
H -0.499 -0.298 0.616
H 0.012 0.129 0.713
H 0.183 0.629 0.524
H 0.344 -0.876 -0.998
H 0.229 0.281 -0.250
C -1.358 0.750 1.312
C -0.413 0.130 -1.917
O -0.184 0.265 0.519
P 1.010 1.751 -2.696
O -0.996 0.053 2.603
O -0.127 0.097 -1.157
C 0.022 -2.189 1.110
C 0.877 1.590 1.862
O -0.238 -0.920 0.958
C 0.057 -0.592 0.517
C 1.507 -0.856 0.799
H 0.273 -0.304 -0.697
H 1.362 0.256 0.140
H -0.253 -0.198 0.005
H -0.406 -0.469 0.595
H 0.313 -0.464 -0.256
H 0.159 0.935 -0.465
H -0.010 0.158 -0.365
H -0.502 -0.084 0.031
H -0.676 -0.543 -1.059
H 0.354 0.195 -0.687
H -0.819 0.265 -0.340
H 0.914 -0.279 -0.393
H 0.018 -0.039 -0.556
H -0.734 -0.097 -0.002
H -0.204 0.557 0.079

Values from the calculation:
net charge = 0
HOMO-LUMO gap = 10.0 eV
E_HOMO = -9.6 eV
calculated total energy = -6510.45090 Ha
largest force on an atom = 3.5 eV/A

=====

> The highest largest force on an atom belongs to which entry?

C51H127O37P5

=====

> E_HOMO of number 1 (C5H4N2)?

-8.6 eV